C46H46GeN3O4Y | wB97M-V/def2-TZVPD

```
! RIJCOSX wB97M-V def2-TZVPD def2/J DEFGRID3
* xyz 0 1
Y -0.219 -2.739 -1.414
O -1.063 -4.297 -0.272
C -2.100 -4.234 0.448
C -2.112 -4.938 1.679
C -3.249 -4.989 2.481
C -4.450 -4.395 2.098
C -4.459 -3.677 0.905
C -3.279 -3.492 0.091
C -3.425 -2.823 -1.183
N -2.543 -2.364 -1.997
C -2.964 -1.780 -3.307
C -1.802 -1.074 -3.903
N -0.653 -1.910 -3.796
C -0.103 -2.309 -4.892
C 0.945 -3.268 -5.008
C 1.607 -3.386 -6.221
C 2.630 -4.247 -6.461
C 3.007 -5.109 -5.423
C 2.324 -5.082 -4.202
C 1.287 -4.174 -3.939
O 0.682 -4.119 -2.852
H -1.213 -5.435 1.963
H -3.231 -5.630 3.379
H -5.321 -4.403 2.797
H -5.394 -3.186 0.545
H -4.507 -2.738 -1.388
H -3.869 -1.132 -3.264
H -3.194 -2.653 -3.949
H -1.692 -0.086 -3.404
H -1.996 -0.893 -4.963
H -0.557 -1.990 -5.812
H 1.314 -2.703 -6.979
H 3.141 -4.186 -7.453
H 3.907 -5.753 -5.535
H 2.660 -5.645 -3.335
O -0.823 -1.698 0.571
C -0.627 -0.513 0.160
O -0.265 -0.278 -1.030
C -0.814 0.616 1.176
C -0.853 2.048 0.758
Ge -0.992 3.314 2.235
C 0.777 4.102 2.429
C 1.430 4.701 1.357
C 2.693 5.232 1.492
C 3.342 5.183 2.726
C 2.672 4.681 3.818
C 1.366 4.196 3.666
C -2.119 4.826 1.727
C -3.298 4.700 0.974
C -3.932 5.832 0.493
C -3.413 7.112 0.697
C -2.332 7.233 1.523
C -1.663 6.102 2.061
C -1.553 2.570 3.956
C -1.188 1.378 4.580
C -1.524 1.071 5.866
C -2.427 1.848 6.565
C -2.897 2.971 5.959
C -2.467 3.326 4.661
H -0.089 0.413 1.987
H -1.745 0.217 1.642
H -1.617 2.190 -0.051
H 0.144 2.245 0.299
H 0.948 4.731 0.425
H 3.197 5.648 0.629
H 4.342 5.606 2.789
H 3.209 4.683 4.739
H 0.884 3.718 4.523
H -3.747 3.749 0.677
H -4.774 5.632 -0.153
H -3.917 7.935 0.192
H -1.830 8.159 1.761
H -0.778 6.264 2.710
H -0.605 0.641 4.010
H -1.100 0.152 6.259
H -2.767 1.648 7.599
H -3.679 3.519 6.491
H -2.921 4.210 4.236
C 3.726 1.369 -2.087
N 3.381 -0.080 -1.860
C 2.379 -0.501 -2.938
C 2.953 -0.334 -0.427
C 3.165 -1.805 -0.148
C 4.444 -2.206 0.293
C 4.739 -3.551 0.538
C 3.781 -4.482 0.158
C 2.561 -4.078 -0.363
C 2.176 -2.692 -0.537
H 4.370 1.478 -2.987
H 4.154 1.807 -1.161
H 2.836 1.899 -2.261
H 4.213 -0.634 -1.992
H 1.413 -0.021 -2.727
H 2.321 -1.603 -2.898
H 2.729 -0.125 -3.907
H 1.915 -0.022 -0.370
H 3.554 0.324 0.140
H 5.209 -1.487 0.565
H 5.728 -3.902 0.820
H 3.957 -5.523 0.259
H 1.934 -4.904 -0.730
*
```

The LUMO energy comes out at 0.026 eV. The molar mass is 866.41 u. The value obtained for the frontier orbital gap is 7.28 eV.